DFT (ωB97M-V/def2-TZVPD) results for a molecular structure, C15H27N5O3Sc at a distorted geometry.

total charge: +1
max |F|: 2.04 eV Å⁻¹
HOMO energy: -0.4568 Eh

```
51
Properties=species:S:1:pos:R:3:forces:R:3:mulliken_charge:R:1
Sc -0.924996 0.540244 0.145583 0.99 0.10 0.35 0.26
O -2.652616 0.968437 0.387832 -2.01 0.34 -0.16 -0.45
O -0.601480 0.515331 -1.983988 -0.03 0.01 -0.37 -0.82
O 2.907743 -1.069611 0.335988 -0.03 -0.05 -0.13 -0.66
N 0.699910 3.423271 -0.244098 0.05 0.14 0.05 -0.53
N -0.630693 2.891419 -0.305056 0.26 -0.21 0.04 -0.28
N 1.010436 -0.123770 -0.563605 0.45 -0.09 -0.32 0.87
N -0.032675 0.682399 2.235108 0.20 0.02 0.43 0.69
N -1.309346 -1.675511 0.876833 -0.05 -0.16 0.07 0.86
C 1.274261 1.371864 2.317638 0.12 0.05 0.02 -1.09
C 1.663613 -0.154326 -4.187419 -0.13 0.05 -0.04 -0.43
C 3.822408 -1.206311 -2.687971 0.06 -0.05 0.06 -0.51
C 0.572837 0.095778 -1.816610 0.24 -0.23 -0.12 0.61
C -2.712870 -2.091686 0.682539 -0.05 0.02 -0.02 -1.22
C 0.176842 -0.727293 2.642952 -0.13 -0.26 -0.07 -0.79
C -0.447165 -2.707177 0.264403 0.08 0.03 -0.03 -1.37
C 2.830019 -0.590959 -4.814545 -0.08 0.04 -0.01 -0.58
C -0.961676 1.353191 3.167527 -0.12 0.01 -0.01 -1.04
C -3.991355 1.121850 -0.011663 -0.23 0.08 0.22 -0.99
C 2.280664 -0.704649 -0.627941 0.22 0.13 0.18 -0.09
C 2.674381 -0.764597 -2.073353 -0.18 0.06 -0.22 0.01
C 3.885882 -1.112233 -4.079352 0.03 -0.03 0.05 -0.49
C 1.607574 -0.253067 -2.814221 0.25 -0.09 0.04 0.09
C -1.023031 -1.609083 2.330205 0.08 0.17 0.08 -0.94
H -3.386886 -1.352047 1.106478 0.03 0.02 0.01 0.36
H -1.049757 3.030202 -1.221254 -0.08 -0.04 -0.09 0.31
H 2.908886 -0.519653 -5.890954 0.02 -0.03 0.01 0.43
H 4.774084 -1.454594 -4.593520 0.00 0.02 -0.01 0.42
H -0.596909 -2.724751 -0.815125 0.01 0.04 0.00 0.34
H 2.008114 0.849429 1.708469 -0.03 -0.02 -0.02 0.24
H -4.249131 0.429909 -0.818061 0.07 -0.01 0.01 0.33
H 0.377423 -0.776912 3.718950 0.05 0.04 0.00 0.55
H -0.831921 -2.615579 2.716065 -0.06 -0.01 0.04 0.39
H 1.300927 2.845172 -0.816048 0.04 -0.09 0.01 0.19
H -0.995747 2.417762 2.939536 -0.01 -0.01 -0.03 0.34
H -1.969874 0.955145 3.072344 0.02 0.00 -0.01 0.30
H 1.630648 1.382827 3.353010 -0.04 -0.02 0.01 0.39
H 1.062581 -1.096873 2.123817 0.01 0.04 -0.01 0.22
H -1.192700 3.421661 0.348282 -0.08 -0.04 0.16 0.32
H -0.623368 1.234495 4.201644 0.04 0.00 -0.01 0.34
H -4.180897 2.138290 -0.366820 0.04 -0.01 0.01 0.32
H -0.698880 -3.694848 0.663786 -0.02 0.01 0.01 0.45
H 1.180213 2.394836 1.962193 -0.03 0.02 -0.01 0.45
H 0.599973 -2.502589 0.472296 0.00 0.00 0.00 0.38
H 0.837017 0.249261 -4.757724 0.01 -0.02 0.00 0.53
H -4.668388 0.932147 0.826447 0.03 0.01 -0.02 0.31
H -2.921284 -2.184489 -0.382992 0.01 0.00 0.00 0.30
H -1.908198 -1.225780 2.839419 -0.03 -0.02 -0.05 0.48
H 0.731228 4.364944 -0.616707 -0.01 0.05 -0.09 0.27
H -2.898387 -3.058624 1.160795 0.03 -0.02 -0.03 0.41
H 4.642565 -1.612853 -2.111115 0.00 0.01 -0.01 0.51
```
Positions in Å, forces in eV/Å.

DFT (ωB97M-V/def2-TZVPD) results for a molecular structure, C15H27N5O6Pt at a distorted geometry.

2S+1: 3
energy above the lowest of the compared OMol25 structures with the same formula, charge and spin: 4.152 eV
max |F|: 5.63 eV Å⁻¹
HOMO energy (alpha / beta): -0.1512 / -0.2303 Eh

```
54
Properties=species:S:1:pos:R:3:forces:R:3:mulliken_spin:R:1
Pt 0.416773 -0.027823 -0.556708 -4.40 -1.63 3.11 0.56
O 2.778782 -1.099365 -1.961303 1.38 0.50 -0.43 0.12
O 2.117831 2.237024 -0.039173 1.45 0.58 -0.73 0.22
O 1.264166 0.831898 -2.294098 0.50 1.93 -4.14 0.10
O -0.787093 -0.765031 -3.798320 2.01 -0.95 -0.39 -0.04
O -2.367026 0.168313 0.645851 -0.44 -2.04 0.17 -0.01
O -1.458936 -2.069499 0.540345 -1.57 0.21 0.45 0.00
N 0.900544 1.896164 -0.118068 -0.40 0.76 0.70 0.37
N 1.692323 -1.444138 -1.372924 -0.60 -1.25 -1.54 0.19
N 1.764401 -0.382786 1.202959 0.94 -0.99 1.37 0.14
N -1.248276 0.813986 0.327231 0.51 3.09 -0.50 0.13
N -0.485665 -1.834932 -0.273311 1.75 -2.11 -2.54 0.10
C 0.297560 4.173369 0.453161 -0.11 0.76 0.29 0.00
C -1.247971 2.140301 0.612303 0.04 -2.10 -0.43 0.13
C -0.067236 -2.876379 -1.040595 -1.09 1.09 2.09 0.08
C -2.286169 2.714615 1.508454 -0.50 0.42 -0.09 0.00
C 0.006844 -0.546326 2.867095 -0.52 -0.26 0.55 0.01
C -0.695046 0.022337 3.926292 0.40 0.39 0.15 -0.01
C -2.165844 -0.305807 -3.739742 0.56 1.41 1.49 0.01
C 1.197752 -2.688558 -1.602188 0.80 1.69 0.12 -0.02
C -0.843914 -4.132995 -0.948966 0.23 -0.74 -0.23 0.00
C -0.081793 2.785213 0.191916 0.65 -1.27 0.12 -0.01
C 1.103239 0.123045 2.368337 1.18 0.36 -0.80 -0.01
C 1.517379 1.369884 2.830628 -0.73 -0.09 0.66 0.00
C 0.807457 1.940772 3.886305 0.09 -0.25 -0.12 -0.01
C 1.968979 -3.676450 -2.397329 0.07 -0.38 0.01 0.00
C -0.274035 1.255115 4.447523 -0.31 0.06 0.27 0.01
H -1.909669 2.788789 2.536099 0.07 -0.07 -0.14 0.01
H 1.028812 4.514815 -0.274477 0.12 0.03 0.00 0.00
H -0.332316 -1.485473 2.419653 0.17 0.36 0.14 0.00
H -1.561895 -0.490871 4.344693 0.25 0.17 -0.11 0.00
H -2.034075 0.320445 -2.814302 -1.02 -0.29 -0.81 0.00
H 1.718961 -4.693493 -2.098844 -0.04 -0.03 0.07 0.00
H 1.412628 1.786493 -2.199013 -0.11 -0.07 0.07 -0.04
H 2.163052 0.434221 -2.371165 0.47 -0.89 0.29 -0.02
H 3.038806 -3.540616 -2.254062 -0.02 0.16 -0.06 0.00
H 1.760783 -3.623159 -3.471469 0.08 0.20 -0.04 0.00
H -2.763436 -1.197943 -3.491521 -0.02 0.68 -0.64 0.00
H -1.868348 -4.032642 -1.316114 0.00 0.20 0.21 0.01
H 1.113947 2.918822 4.259920 -0.16 -0.27 0.02 0.00
H -0.380636 -4.927056 -1.534748 0.07 0.03 -0.04 0.00
H -3.194601 2.106320 1.535102 0.28 0.08 -0.11 0.00
H -2.028566 -0.907759 0.629879 -0.52 0.65 0.32 0.00
H -2.326360 0.322177 -4.650097 -0.40 -0.87 0.88 0.00
H -0.574987 4.826915 0.408436 0.01 0.01 0.02 0.00
H 2.333563 1.883886 2.340233 -0.01 -0.01 0.02 -0.01
H -0.880892 -4.474083 0.087376 -0.20 0.04 0.00 0.00
H -0.040383 -0.387042 -3.227138 -0.51 0.37 0.45 -0.01
H 1.903035 -1.396124 1.202567 -0.10 0.41 0.16 -0.02
H -0.801094 1.692532 5.306981 0.19 -0.19 -0.47 0.00
H 2.644825 0.074366 0.942604 -0.50 0.08 0.26 -0.02
H -2.556502 3.725088 1.191363 0.03 -0.02 0.03 0.00
H -0.430226 -1.136152 -4.616978 -0.15 -0.06 -0.13 0.00
H 0.740526 4.275578 1.449331 0.13 0.09 -0.01 0.00
```
Positions in Å, forces in eV/Å.

DFT (ωB97M-V/def2-TZVPD) results for a gas-phase ion, C15H27N8O3 (charge +1) at a distorted geometry.

total charge: +1
energy above the lowest of the compared OMol25 structures with the same formula, charge and spin: 0.431 eV
max |F|: 6.06 eV Å⁻¹
structure (SMILES): CNC(=O)[C@@H](Cc1cnc[nH]1)NC(=O)[C@@H](CCCNC(N)=[NH2+])NC(C)=O
HOMO energy: -0.4198 Eh

```
53
Properties=species:S:1:pos:R:3:forces:R:3:mulliken_charge:R:1
O -2.109776 0.503658 0.098142 -0.40 1.01 0.76 -0.67
O 1.229783 0.528335 -1.132429 0.04 1.44 1.58 -0.56
O -1.791471 -4.240987 0.506747 -0.79 1.93 3.49 -0.68
N 1.014281 5.123501 -0.165782 -0.95 1.71 -1.06 -0.29
N 1.933221 1.211349 1.913364 0.06 -1.77 -0.61 -0.63
N 2.700863 -0.890912 1.721354 -2.39 1.00 0.49 -0.07
N -1.188997 -1.513211 -0.040001 0.94 -4.21 1.09 0.01
N 0.278052 3.000923 -0.049634 -0.43 0.11 -0.68 0.23
N -2.451269 -3.865525 2.697066 0.80 1.54 0.62 -0.16
N -0.059326 -0.548919 -2.599053 -0.47 -1.25 -0.90 -0.06
N 2.440978 3.493289 0.343334 5.41 0.49 0.82 -0.25
C -2.979744 -5.177886 2.874401 -0.71 -1.72 1.07 -0.83
C 2.998109 0.409140 1.769572 -1.04 2.00 0.94 -0.47
C 1.134974 -0.201194 -2.078494 1.64 -1.18 -0.67 0.53
C -1.873652 -3.488228 1.554557 1.46 -2.05 -5.51 -0.03
C -0.965715 2.549947 -2.186158 2.07 0.60 -1.26 -0.72
C -0.957484 3.274537 -0.828488 0.13 1.05 -1.42 -0.80
C -1.581800 -0.382068 -0.532055 -0.81 2.64 -0.88 0.40
C 1.263713 3.868563 0.019812 -1.42 0.36 0.41 0.65
C -1.106296 -2.148944 1.334634 0.88 1.61 0.22 -0.19
C 0.393423 -2.325876 1.694482 1.86 0.80 0.96 -0.70
C 1.321976 -0.974766 1.876928 -3.22 -0.50 -1.21 -0.03
C -1.792827 1.351173 -2.561399 -1.08 -1.62 2.95 -1.20
C -1.383959 -0.159848 -2.074184 -1.32 0.20 -1.34 -0.20
C 2.437749 -0.855057 -2.676324 -0.92 1.42 2.23 -1.31
C 0.842898 0.343269 1.891071 0.52 -1.33 0.38 -0.03
H 1.615730 5.835487 0.181079 0.05 0.49 -0.08 0.26
H -1.391976 -1.438416 2.073215 -0.96 0.99 0.29 0.48
H 3.290594 4.128166 0.373242 -2.08 -0.82 -0.21 0.27
H -3.375242 -5.431118 3.906787 0.12 1.19 -1.20 0.31
H 0.418254 -2.907684 2.657102 0.21 0.44 -0.89 0.47
H 0.717705 2.092371 -0.077078 -1.02 -0.98 -0.39 -0.16
H -1.035794 3.249462 -3.042083 -0.77 0.17 0.67 0.54
H -0.035521 -1.306633 -3.291258 -0.13 0.74 0.44 0.26
H 2.932932 -1.430015 -1.870487 -0.56 -0.08 -0.56 0.23
H 2.137077 -1.384602 -3.508264 -0.03 -1.66 -1.75 0.50
H -2.822090 1.583640 -2.214665 0.39 -0.66 -0.22 0.34
H 0.092082 5.261068 -0.542299 0.24 1.10 0.20 0.14
H -1.773950 3.018051 -0.248388 -1.58 -0.91 1.25 0.46
H -1.829603 1.258892 -3.601710 0.03 0.02 -1.67 0.61
H -2.252748 -3.298668 3.510801 -0.29 -0.03 -0.10 0.29
H -2.244354 -5.954643 2.767098 0.79 -0.16 -0.42 0.33
H 2.576965 2.661542 0.886686 -0.45 -0.86 0.25 0.27
H 3.340150 -1.619085 1.654626 1.11 -1.39 -0.01 0.11
H 0.076682 2.323786 -2.362894 0.55 -0.51 0.10 0.33
H -2.144599 -0.885028 -2.643267 1.53 1.57 1.33 0.44
H 3.173838 -0.111582 -2.959374 -0.22 0.41 -0.09 0.29
H 0.901643 -2.891551 0.919547 -0.07 -0.44 -0.03 0.41
H 3.951553 0.843328 1.950062 0.92 -0.31 -0.36 0.48
H -0.912725 -2.122334 -0.786004 0.34 -0.88 0.17 0.33
H -0.239180 0.636232 1.850002 1.41 -0.07 0.20 0.46
H -1.201717 4.385431 -1.061626 1.01 -1.64 0.61 0.34
H -3.713398 -5.380351 2.107675 -0.40 0.02 0.02 0.28
```
Positions in Å, forces in eV/Å.

Q: Among the records above, which one has the lowest max |F|?
A: C15H27N5O3Sc

Q: What is the max |F| in the third record?
A: 6.06 eV Å⁻¹

Q: The lowest max |F| belongs to which entry?
A: C15H27N5O3Sc